1.
DFT (ωB97M-V/def2-TZVPD) results for C35H37ClOsP2 as an isolated structure.

The geometry in XYZ format:
```
76
Properties=species:S:1:pos:R:3:forces:R:3
Os -0.066487 0.859856 1.302294 -1.04 1.76 1.51
C -1.914385 1.067107 -2.523528 -0.86 -0.08 -0.05
C -1.801952 -0.258876 -2.402731 -0.79 -0.11 -0.92
C -0.984299 -1.101906 -3.351153 -0.37 0.10 0.21
C 0.403709 -0.523190 -3.700494 0.73 -0.92 0.11
C 1.117184 0.282911 -2.634210 0.52 -2.99 -1.49
C 0.823928 1.563224 -2.356514 -0.43 3.06 -0.02
C 0.084530 2.402792 -3.356409 -0.29 0.55 -0.11
C -1.341970 1.860097 -3.648354 0.25 0.04 -0.77
C 0.695538 -0.211336 2.881557 0.35 -0.25 1.86
H -2.586027 1.667215 -1.907110 0.11 -0.66 -0.16
H -2.494952 -0.840440 -1.775364 0.55 0.60 -0.15
H -1.535503 -1.241299 -4.298996 0.14 -0.01 0.34
H -0.871721 -2.102851 -2.910882 0.13 0.31 -0.29
H 1.036456 -1.392032 -3.946411 -0.09 0.43 0.03
H 0.316190 0.050011 -4.637935 0.19 0.22 0.44
H 2.049830 -0.183447 -2.281775 -0.44 0.59 -0.02
H 1.249615 2.114049 -1.501407 -0.22 -0.61 -0.32
H 0.611898 2.438892 -4.333418 0.09 0.03 0.61
H 0.004699 3.433318 -2.980092 0.22 -0.37 -0.12
H -2.000437 2.726571 -3.828915 0.37 -0.31 -0.01
H -1.337713 1.270069 -4.585015 -0.09 0.32 0.44
H 0.485575 0.517145 3.676324 0.20 -0.50 0.13
H 1.741903 -0.539326 2.975120 -0.54 0.20 0.07
H 0.047199 -1.082190 2.999440 0.25 -0.01 0.25
P -1.507568 -0.786532 0.774484 -0.95 -1.05 -1.27
P 1.875850 -0.132647 0.646435 1.21 -0.93 -0.92
C -0.332175 -1.620014 -0.336902 -1.29 0.09 0.14
C 1.012449 -1.338404 -0.405749 1.30 0.64 -0.19
C -2.406272 -2.199755 1.511232 0.00 -0.21 0.58
C -2.825533 -3.283930 0.706830 -0.01 0.26 0.42
C -3.603667 -4.304376 1.264839 0.17 0.21 0.08
C -3.919378 -4.285476 2.629436 0.14 0.40 -0.06
C -3.434302 -3.254160 3.447374 0.02 -0.06 -0.22
C -2.677392 -2.213629 2.896157 -0.07 -0.01 -0.34
C -2.822745 0.468307 0.289880 0.60 0.08 0.01
C -2.369039 1.811591 0.271832 -0.63 -0.51 -0.47
C -3.262595 2.884841 0.237243 1.20 -0.22 -0.11
C -4.608019 2.617078 0.072819 -0.42 -0.27 0.05
C -5.059689 1.293678 -0.017156 -0.28 -0.01 0.11
C -4.187342 0.212205 0.153535 0.33 0.31 0.02
C 3.308704 -1.088252 1.245321 0.16 -0.46 -0.11
C 3.101773 -2.403907 1.720738 -0.06 0.41 0.07
C 4.154762 -3.117530 2.289618 -0.11 -0.07 -0.06
C 5.441164 -2.574799 2.330139 -0.34 0.18 -0.29
C 5.660183 -1.306935 1.792762 0.17 -0.08 -0.02
C 4.614882 -0.570235 1.246873 -0.38 -0.10 0.45
C 2.611019 1.575895 0.380085 0.39 -0.84 -0.17
C 2.111460 2.596661 1.200153 -0.45 0.18 -0.58
C 2.494041 3.925559 0.960482 -0.12 -0.06 0.19
C 3.391569 4.216220 -0.061571 -0.10 0.16 -0.03
C 3.947960 3.190445 -0.833752 0.15 -0.54 0.07
C 3.617526 1.856182 -0.569642 -0.46 0.63 -0.04
H -0.734704 -2.488035 -0.873583 0.45 0.29 0.24
H 1.666958 -1.919641 -1.064614 -0.31 -0.17 0.33
H -2.524001 -3.334244 -0.337965 -0.32 -0.03 0.14
H -3.961185 -5.120262 0.634361 0.15 0.25 0.18
H -4.549174 -5.070421 3.055311 0.29 0.25 -0.14
H -3.653648 -3.261045 4.518414 0.10 0.03 -0.40
H -2.286454 -1.410053 3.529435 -0.30 -0.25 -0.17
H -1.284379 2.081403 0.152569 -0.40 0.04 0.03
H -2.851291 3.896900 0.319490 -0.40 -0.34 -0.12
H -5.306586 3.451574 0.029056 0.06 -0.30 -0.06
H -6.123958 1.096466 -0.179163 0.42 0.10 0.12
H -4.553775 -0.813598 0.181511 -0.01 0.25 -0.01
H 2.099788 -2.840352 1.672830 0.33 0.10 0.12
H 3.965880 -4.102039 2.718429 0.06 0.23 -0.21
H 6.267208 -3.147421 2.744169 -0.18 0.15 0.01
H 6.660377 -0.878303 1.808686 -0.20 -0.10 -0.04
H 4.803704 0.420455 0.864009 0.13 -0.04 0.18
H 1.376753 2.366650 2.002179 0.70 0.40 -0.09
H 2.072658 4.718052 1.578417 0.19 -0.16 -0.16
H 3.680958 5.253473 -0.255465 -0.16 -0.40 0.08
H 4.652256 3.420685 -1.638464 -0.12 -0.05 0.43
H 4.147111 1.041907 -1.065478 -0.36 0.24 -0.18
Cl -1.624938 1.693440 2.888373 0.77 -0.02 0.82
```
Forces are in eV/Å.

Multiplicity: 5
HOMO (alpha / beta): -11.5 / -14.0 eV
Energy above the lowest of the compared OMol25 structures with the same formula, charge and spin: 2.8462 eV
Net charge: +2
Lowest unoccupied orbital energy (alpha / beta): -6.3 / -9.6 eV
<S²>: 6.03
Kohn-Sham gap (alpha / beta): 0.1927 / 0.1608 Eh

Mulliken atomic charge list, values in e, 4 entries: number 1, Os, carries 1.341; number 2, C, carries 0.148; number 3, C, carries -0.679; number 4, C, carries -1.244


2.
DFT (ωB97M-V/def2-TZVPD) results for C35H37CrIP2 as an isolated structure.

The geometry in XYZ format:
```
76
Properties=species:S:1:pos:R:3:forces:R:3
Cr -0.007352 0.013175 0.323990 -0.48 -2.45 -0.72
C -0.695332 2.049914 0.445854 0.23 1.87 -2.21
C 0.062090 1.818489 -0.735902 -1.17 1.79 1.04
C 1.465918 2.363019 -0.905021 0.48 0.10 -0.15
C 2.561709 1.331034 -0.573220 -0.07 0.12 -0.69
C 2.117167 0.283735 0.413639 1.40 0.59 2.35
C 1.492906 0.577495 1.661669 2.23 -0.40 -0.99
C 1.228340 1.971883 2.172109 -0.15 0.50 0.43
C -0.113196 2.606763 1.710638 0.03 0.11 0.65
C 0.578573 -1.878579 -0.214623 0.10 -0.22 0.05
H -1.779934 2.169034 0.342300 0.46 -0.51 0.12
H -0.473186 1.635852 -1.683570 -0.01 -0.07 0.62
H 1.632191 3.286296 -0.324740 -0.31 -0.36 -0.06
H 1.572920 2.654703 -1.960492 0.01 -0.01 0.30
H 2.849665 0.825027 -1.510763 -0.09 0.04 0.39
H 3.474280 1.851529 -0.234198 -0.22 -0.25 0.11
H 2.668214 -0.660552 0.294604 -0.67 0.32 0.21
H 1.530852 -0.179017 2.465586 -0.22 0.06 -0.79
H 2.065702 2.660421 1.970915 -0.17 -0.37 -0.25
H 1.185654 1.905828 3.269276 0.03 0.01 -0.31
H -0.848800 2.477506 2.519015 0.13 -0.07 -0.35
H 0.038527 3.695544 1.638035 -0.11 -0.16 -0.22
H -0.287266 -2.544907 -0.310926 0.26 0.07 -0.06
H 1.282468 -2.300053 0.520290 -0.21 -0.08 -0.23
H 1.103979 -1.792753 -1.181880 -0.09 -0.16 0.15
P 5.535954 -0.558847 -7.943436 -0.51 -0.63 -0.30
P 7.478300 -2.389009 -6.044867 -0.19 -0.80 0.00
C 7.072201 0.090606 -7.237880 0.89 -0.29 1.06
C 7.842730 -0.655927 -6.401118 -0.23 1.03 -1.07
C 5.563868 0.204756 -9.609373 -0.13 0.06 -0.21
C 6.266213 1.379035 -9.911918 -0.39 -0.21 -0.49
C 6.198507 1.922806 -11.197562 -0.03 -0.11 0.05
C 5.427115 1.306940 -12.186095 -0.08 -0.24 0.26
C 4.732806 0.123204 -11.889503 0.11 0.17 -0.05
C 4.812863 -0.439727 -10.616755 0.31 0.48 0.22
C 4.248628 0.432800 -7.060776 0.07 0.20 0.19
C 4.020668 0.142706 -5.698528 -0.11 0.36 -0.33
C 3.128981 0.924944 -4.961135 0.00 0.08 -0.20
C 2.477968 2.012502 -5.561663 0.26 -0.21 -0.15
C 2.669979 2.266669 -6.924161 -0.08 -0.22 0.24
C 3.510765 1.448165 -7.683230 0.10 0.09 0.35
C 9.140728 -3.115737 -6.458779 0.12 0.14 -0.01
C 9.492125 -3.165821 -7.823344 0.15 0.04 0.42
C 10.777156 -3.552071 -8.202567 0.04 -0.06 0.13
C 11.729778 -3.890847 -7.232278 -0.30 0.15 0.12
C 11.368954 -3.883695 -5.880855 -0.17 -0.09 -0.24
C 10.065943 -3.543471 -5.496303 0.21 0.22 -0.29
C 7.529694 -2.364006 -4.215514 -0.13 -0.13 0.17
C 6.958561 -3.466075 -3.545817 0.38 0.44 0.07
C 7.056264 -3.555398 -2.157884 0.06 0.16 0.08
C 7.707881 -2.548223 -1.429314 -0.03 -0.16 -0.27
C 8.246026 -1.445448 -2.095427 -0.18 0.03 -0.10
C 8.125341 -1.330013 -3.482976 -0.05 -0.55 0.37
H 7.363113 1.114675 -7.499695 0.08 -0.35 0.39
H 8.778908 -0.259620 -5.982567 -0.36 0.11 -0.37
H 6.855250 1.884333 -9.152944 -0.14 -0.03 -0.20
H 6.750697 2.838603 -11.411448 -0.17 -0.23 -0.04
H 5.365164 1.743168 -13.184707 0.02 -0.14 0.30
H 4.126316 -0.365417 -12.655328 0.23 0.17 0.19
H 4.293553 -1.374245 -10.383766 0.15 0.34 -0.08
H 4.548398 -0.688885 -5.223599 -0.12 0.26 -0.12
H 2.942490 0.692208 -3.910154 0.10 0.07 -0.31
H 1.827815 2.655982 -4.965846 0.15 -0.20 -0.21
H 2.170835 3.112145 -7.396404 0.03 -0.24 0.09
H 3.610657 1.618957 -8.756113 0.09 0.06 0.33
H 8.760531 -2.874752 -8.581266 0.21 -0.06 0.21
H 11.044451 -3.576773 -9.260823 -0.07 0.01 0.31
H 12.747480 -4.150833 -7.530058 -0.32 0.06 0.10
H 12.107911 -4.127969 -5.117592 -0.20 -0.05 -0.19
H 9.788145 -3.575956 -4.441332 0.11 0.13 -0.29
H 6.451315 -4.244668 -4.123278 0.20 0.24 0.20
H 6.625757 -4.416233 -1.643259 0.12 0.28 -0.10
H 7.792075 -2.626621 -0.343996 -0.01 0.01 -0.32
H 8.767993 -0.662653 -1.545006 -0.21 -0.18 -0.04
H 8.510253 -0.448107 -3.986883 0.02 -0.21 0.17
I -2.198353 -0.637306 1.286449 -1.37 -0.48 0.62
```
Forces are in eV/Å.

Multiplicity: 5
HOMO (alpha / beta): -7.6 / -7.8 eV
Energy above the lowest of the compared OMol25 structures with the same formula, charge and spin: 0.0000 eV
Lowest unoccupied orbital energy (alpha / beta): 0.1 / -1.0 eV
<S²>: 6.07
Kohn-Sham gap (alpha / beta): 0.2833 / 0.2490 Eh

Mulliken atomic charge list, values in e, 4 entries: number 1, Cr, carries -0.074; number 2, C, carries -0.168; number 3, C, carries -0.540; number 4, C, carries -0.681


In Ha, the electronic energy values for the records above are, in order, -2588.5813 -3380.6242.